C49H59BaN5O6P2SeSi2 as an isolated structure, computed with ωB97M-V/def2-TZVPD.

Each line ends with the Löwdin charge.
Positions of all 125 atoms, in Å:
Ba1 -0.366 0.842 -0.438  1.80
C1 -2.819 -0.134 -4.608  -0.17
Si1 -1.723 0.780 -3.332  0.30
C2 -1.428 2.574 -3.948  -0.18
C3 -2.983 1.072 -1.939  -0.24
N1 -0.310 -0.087 -2.921  -0.28
C4 0.639 -0.358 -3.930  -0.33
C5 0.370 0.134 -5.225  -0.12
C6 1.117 -0.104 -6.368  -0.15
C7 2.250 -0.878 -6.246  -0.15
C8 2.596 -1.336 -4.989  -0.09
C9 1.882 -1.107 -3.787  -0.34
N2 2.412 -1.595 -2.604  -0.09
Si2 3.625 -2.764 -2.493  0.39
C10 4.876 -3.202 -3.905  -0.22
C11 3.009 -4.545 -2.121  -0.19
C12 4.912 -2.521 -1.103  -0.19
H1 -3.674 0.478 -4.913  0.02
H2 -3.208 -1.048 -4.151  0.02
H3 -2.274 -0.423 -5.507  0.01
H4 -2.285 2.946 -4.517  0.03
H5 -0.545 2.652 -4.588  0.02
H6 -1.287 3.235 -3.090  0.00
H7 -3.500 2.013 -2.134  0.05
H8 -2.560 1.155 -0.946  -0.10
H9 -3.719 0.272 -1.907  0.04
H10 -0.516 0.739 -5.355  0.04
H11 0.803 0.306 -7.322  0.08
H12 2.866 -1.123 -7.105  0.08
H13 3.498 -1.920 -4.905  0.02
H14 4.380 -3.657 -4.767  0.02
H15 5.623 -3.915 -3.547  0.01
H16 5.413 -2.315 -4.259  0.02
H17 2.297 -4.885 -2.877  0.02
H18 2.500 -4.607 -1.157  0.00
H19 3.846 -5.250 -2.098  0.02
H20 5.513 -1.621 -1.235  0.02
H21 5.595 -3.377 -1.105  0.02
H22 4.470 -2.465 -0.110  -0.02
N3 1.653 -1.857 1.308  -0.42
P1 0.147 -2.603 1.705  1.00
C13 0.632 -3.992 2.841  -0.38
C14 1.515 -5.003 2.464  -0.10
C15 1.858 -6.007 3.354  -0.09
C16 1.319 -6.015 4.635  -0.10
C17 0.442 -5.013 5.021  -0.10
C18 0.104 -4.006 4.128  -0.11
C19 -0.151 -3.614 0.205  -0.39
C20 0.198 -3.136 -1.053  -0.16
C21 -0.160 -3.834 -2.199  -0.10
C22 -0.894 -5.005 -2.099  -0.08
C23 -1.249 -5.492 -0.846  -0.09
C24 -0.884 -4.800 0.299  -0.11
P2 2.110 -0.655 2.453  1.00
C25 3.117 -1.599 3.692  -0.37
C26 2.655 -1.615 5.005  -0.11
C27 3.327 -2.332 5.984  -0.10
C28 4.468 -3.048 5.659  -0.10
C29 4.942 -3.032 4.352  -0.09
C30 4.272 -2.311 3.376  -0.09
C31 3.473 0.229 1.603  -0.36
C32 3.408 0.494 0.238  -0.12
C33 4.346 1.321 -0.361  -0.10
C34 5.349 1.908 0.395  -0.10
C35 5.411 1.662 1.760  -0.10
C36 4.477 0.834 2.361  -0.10
H23 2.358 -2.418 0.838  0.05
H24 1.931 -5.007 1.462  0.10
H25 2.546 -6.788 3.052  0.10
H26 1.580 -6.809 5.324  0.09
H27 0.027 -5.016 6.022  0.10
H28 -0.578 -3.215 4.422  0.10
H29 0.791 -2.234 -1.169  0.05
H30 0.145 -3.445 -3.164  0.12
H31 -1.194 -5.538 -2.993  0.10
H32 -1.810 -6.415 -0.761  0.09
H33 -1.160 -5.187 1.273  0.10
H34 1.756 -1.056 5.245  0.10
H35 2.957 -2.335 7.003  0.10
H36 4.989 -3.618 6.419  0.09
H37 5.842 -3.581 4.100  0.10
H38 4.653 -2.293 2.361  0.10
H39 2.657 0.007 -0.380  0.05
H40 4.312 1.486 -1.432  0.10
H41 6.087 2.547 -0.076  0.09
H42 6.190 2.121 2.357  0.09
H43 4.534 0.645 3.427  0.10
O1 -2.362 -1.665 -1.304  -0.10
H44 -2.163 -2.516 -0.904  0.02
H45 -1.713 -1.538 -2.023  -0.01
O2 -0.487 0.632 3.737  -0.17
H46 -0.299 1.365 3.142  -0.01
H47 -1.421 0.420 3.572  -0.11
N4 1.602 1.878 -1.884  -0.07
H48 0.996 2.375 -2.532  0.02
H49 1.901 1.032 -2.372  0.01
H50 2.418 2.450 -1.704  0.03
Se1 -3.718 -0.139 2.715  0.47
C37 -5.326 0.507 1.994  -0.77
C38 -5.397 1.700 1.262  -0.15
C39 -6.621 2.142 0.798  -0.20
N5 -7.780 1.504 0.988  0.00
C40 -7.705 0.359 1.671  -0.21
C41 -6.538 -0.172 2.184  -0.16
H51 -4.496 2.266 1.066  0.08
H52 -6.695 3.071 0.236  0.09
H53 -8.653 -0.157 1.812  0.08
H54 -6.550 -1.106 2.730  0.08
O3 -1.036 3.210 -0.702  -0.27
C42 -0.430 3.717 0.277  -0.68
O4 0.269 3.082 1.095  -0.13
C43 -0.554 5.222 0.450  -0.12
C44 -1.562 5.898 -0.223  -0.01
C45 -1.708 7.282 -0.130  0.01
C46 -0.791 7.946 0.647  -0.22
O5 -0.701 9.299 0.903  0.02
C47 0.469 9.464 1.687  -0.17
O6 0.980 8.190 2.024  0.02
C48 0.216 7.276 1.321  -0.20
C49 0.357 5.915 1.252  0.07
H55 -2.238 5.324 -0.842  0.12
H56 -2.495 7.817 -0.644  0.11
H57 0.225 10.020 2.598  0.13
H58 1.220 10.025 1.113  0.13
H59 1.132 5.377 1.782  0.13

Values from the calculation:
* HOMO level: -0.05220 Eh
* total charge: -2
* LUMO energy: 3.5 eV
* HOMO-LUMO gap: 4.9 eV
* multiplicity: 1
* DFT total energy: -6316.713493 hartree